This record from the OMol25 dataset describes an isolated molecule of C2H7O2PS in a non-equilibrium geometry. The level of theory is ωB97M-V/def2-TZVPD.

Calculated values
max |F|	4.83	eV/Å
SMILES	CO[PH](=S)OC
energy	-26406.67455	eV
multiplicity	1
relative energy (zero: lowest compared OMol25 entry of this formula, charge and spin)	6.1	kJ/mol
Kohn-Sham gap	9.740	eV

Structure (XYZ):
```
13
C2H7O2PS, DFT ωB97M-V/def2-TZVPD
H 0.203 -3.094 -1.372
H 0.504 -0.896 1.630
C -0.099 -2.415 -0.558
H 0.011 -3.036 0.266
O 0.264 0.878 0.226
C 0.400 1.843 -0.804
H -0.623 1.999 -1.256
S 3.049 0.326 0.363
H 1.145 1.472 -1.527
H 0.703 2.885 -0.338
O 0.948 -1.378 -0.695
P 1.272 -0.343 0.423
H -1.011 -2.066 -0.849
```

=====

This record from the OMol25 dataset describes a structure of composition C2H7O3Yb in a non-equilibrium geometry. The level of theory is ωB97M-V/def2-TZVPD.

Calculated values
max |F|	2.47	eV/Å
expectation value of S²	0.752
energy	-39854.12954	eV
multiplicity	2
relative energy (zero: lowest compared OMol25 entry of this formula, charge and spin)	0.0	kJ/mol
Kohn-Sham gap (alpha / beta)	5.766 / 7.362	eV

Structure (XYZ):
```
13
C2H7O3Yb, DFT ωB97M-V/def2-TZVPD
O -0.244 -1.377 0.929
H 2.083 -1.780 -0.262
H 2.162 0.007 -0.693
C 1.524 -0.853 -0.450
O -0.447 2.346 -0.080
H 0.013 1.635 0.388
Yb 0.278 4.207 -0.858
H -1.475 -0.687 -0.643
C -1.500 -0.703 0.458
H -1.826 0.146 1.077
H 0.856 -1.015 -1.310
O 0.827 -0.469 0.716
H -2.251 -1.458 0.727
```